The following is a DFT calculation (ωB97M-V with the def2-TZVPD basis set) of a cluster of 5 separate species, H11O5 in total in a non-equilibrium geometry.

Geometry as XYZ:
```
16
Properties=species:S:1:pos:R:3:nbo_charge:R:1
H -0.446 3.250 0.170 0.534
H 0.876 0.026 2.803 0.517
O -0.014 -0.328 2.638 -0.969
H 0.824 -0.126 -2.940 0.522
H -0.109 1.055 0.057 0.547
H -0.398 -0.130 1.198 0.548
O 1.216 0.102 -2.060 -0.579
H -0.354 -0.738 3.464 0.545
H -0.333 -0.616 -0.258 0.516
O -1.147 -2.441 -0.718 -0.528
H -1.695 -2.063 -1.442 0.521
H -1.062 -3.411 -0.898 0.544
H 2.170 -0.087 -2.170 0.528
O -0.634 0.164 0.235 -0.821
H 0.935 2.833 -0.283 0.511
O 0.173 2.510 0.204 -0.937
```

Net charge: +2
Spin multiplicity: 2
ΔE to the lowest compared entry with this formula, charge and spin: 8.0 kJ/mol
Expectation value of S²: 0.760
LUMO energy (spin up / spin down): -7.73 / -16.06 eV


The following is a DFT calculation (ωB97M-V with the def2-TZVPD basis set) of a cluster of 6 separate species, H11O5S in total.

Geometry as XYZ:
```
17
Properties=species:S:1:pos:R:3:nbo_charge:R:1
O -1.532 -0.705 -3.607 -0.980
S 0.455 -1.658 1.126 -1.012
O 0.628 -2.044 -2.086 -1.004
O 1.350 3.283 0.681 -0.959
H 0.911 4.132 0.634 0.465
H 0.576 -0.436 1.658 0.097
H 0.784 2.595 1.040 0.494
H -1.902 0.304 -0.438 0.464
O -1.026 0.654 -0.621 -0.991
H 0.974 -2.938 -1.959 0.465
O 0.012 0.162 4.025 -0.962
H -1.599 0.007 -2.955 0.474
H 0.705 -1.740 -1.154 0.500
H -0.697 -1.100 -3.304 0.497
H -0.432 -0.118 -0.495 0.497
H -0.166 -0.664 3.570 0.492
H 0.959 0.265 3.885 0.464
```

Net charge: -1
ΔE to the lowest compared entry with this formula, charge and spin: 100.3 kJ/mol
LUMO energy: 3.45 eV